17
Properties=species:S:1:pos:R:3:forces:R:3:mulliken_spin:R:1 method="wB97M-V/def2-TZVPD" charge=+1 e_tot_ev=-19499.3040 multiplicity=3 mol_weight_g_mol=106.30 lumo_ev="-3.716 / -7.767"
C 0.135224 -0.940665 1.086308 -0.85 -0.80 1.20 0.023
C -0.084042 -0.872905 -1.273980 -2.13 -2.19 -0.79 0.019
N 0.073372 -0.048560 -0.090001 -0.12 0.57 -0.28 0.073
Si 1.633114 0.880654 -0.057392 2.22 -2.88 -0.31 0.914
Si -1.640400 0.876615 0.000242 1.34 -2.13 4.41 0.003
H -0.905727 -1.188479 1.256746 -0.24 -1.42 -0.23 0.003
H 0.847429 -1.846145 1.096312 -1.07 1.74 -0.40 -0.012
H 0.176759 -0.309800 1.956765 1.24 0.25 0.57 0.001
H -0.109891 -0.362227 -2.222734 -0.37 0.60 -0.07 -0.017
H 0.688766 -1.566352 -1.364360 1.75 -0.99 -0.01 0.002
H -0.987666 -1.595413 -1.138495 1.04 1.56 -0.33 -0.002
H 1.012966 2.391131 1.004784 -1.49 2.60 1.50 0.856
H 2.768716 0.170164 0.580979 -0.51 -0.34 -0.25 0.055
H 1.914711 1.596376 -1.228571 -0.12 0.88 -1.23 0.057
H -1.377491 1.162829 1.563084 -0.90 0.21 -1.93 0.013
H -2.614632 -0.200449 -0.242121 0.10 0.19 0.01 0.005
H -1.531213 1.853218 -0.927566 0.11 2.16 -1.84 0.007

=====

17
Properties=species:S:1:pos:R:3:forces:R:3:mulliken_spin:R:1 method="wB97M-V/def2-TZVPD" charge=+1 e_tot_ev=-8399.1050 multiplicity=2 de_lowest_kcal_mol=31.7 mol_weight_g_mol=84.11 lumo_ev="-3.097 / -11.638"
C -0.260055 3.104844 -2.880437 -0.77 -0.08 0.76 0.016
C -0.134894 2.941124 -1.383101 1.59 -0.44 0.89 0.039
H -0.026358 2.129551 -3.310436 0.28 0.25 -0.45 0.014
H 0.378380 3.912101 -3.219193 0.02 -0.11 -0.35 -0.002
H -1.307759 3.296101 -3.162360 0.18 0.09 -0.03 0.027
H 0.962105 2.942441 -1.135421 -0.50 0.01 -0.18 0.030
H -0.489246 3.685787 -0.661356 -0.40 0.27 -0.49 0.023
H -0.480021 1.967145 -1.030598 -0.40 -0.03 -0.12 -0.003
H 1.429423 -1.568550 3.963413 -0.32 0.22 -0.32 -0.012
H 2.682179 -1.581961 3.147822 0.30 0.08 -0.42 -0.010
O 1.777841 -1.231201 3.111329 -0.06 -0.25 0.67 0.379
H 0.120912 -6.945125 1.339505 -0.94 0.47 -0.05 -0.003
H -1.202663 -6.745650 0.575473 -0.45 -0.38 -0.76 -0.003
O -0.724888 -6.439764 1.333060 1.41 -0.06 0.81 0.100
H -1.160877 -0.284513 0.506362 -0.26 -0.16 -0.46 -0.011
H -0.865224 0.885404 1.482849 0.09 -0.30 -0.06 -0.013
O -0.698863 -0.067733 1.323081 0.25 0.44 0.55 0.429

=====

19
Properties=species:S:1:pos:R:3:forces:R:3:mulliken_spin:R:1 method="wB97M-V/def2-TZVPD" charge=-1 e_tot_ev=-30081.8010 multiplicity=2 de_lowest_kcal_mol=0.6 mol_weight_g_mol=148.25 lumo_ev="2.458 / 2.458"
C 0.643229 2.103792 1.532277 -0.31 -0.78 -0.74 0.037
C 0.261961 1.973846 0.061218 0.83 0.40 -0.56 -0.017
S 1.727236 2.180538 -1.031243 0.70 0.63 1.30 0.502
S 0.833624 1.155348 -3.001832 -0.52 -0.82 -1.34 0.487
H 1.494969 1.445919 1.720971 0.04 0.24 0.15 -0.006
H 0.867680 3.133961 1.743945 0.25 0.35 0.41 0.000
H -0.197103 1.739314 2.122510 -0.11 0.19 0.37 -0.012
H -0.151053 0.990368 -0.146277 -0.26 0.09 -0.08 0.009
H -0.383556 2.796765 -0.265840 -0.39 -0.45 0.29 0.005
H 0.188791 2.232286 -3.465938 -0.01 0.02 0.05 -0.003
H 0.569127 -1.274218 -1.478342 0.06 0.06 -0.02 0.000
H 0.262719 -2.363445 -0.395680 0.28 0.01 -0.18 0.000
O 0.042770 -1.481215 -0.699554 -0.46 0.03 0.22 0.001
H 4.067599 -0.907722 0.048070 -0.32 0.15 0.34 0.000
H 3.159724 0.226286 -0.374552 -0.53 0.34 0.43 -0.001
O 3.341041 -0.358592 0.388262 0.75 -0.44 -0.63 -0.002
H -5.947994 -3.886423 0.880121 0.15 0.25 -0.24 0.000
H -5.543048 -5.170872 1.515757 0.40 0.10 -0.33 0.000
O -5.237717 -4.535937 0.846128 -0.55 -0.36 0.57 0.000

=====

19
Properties=species:S:1:pos:R:3:forces:R:3:mulliken_charge:R:1 method="wB97M-V/def2-TZVPD" e_tot_ev=-30081.5818 de_lowest_kcal_mol=14.9 mol_weight_g_mol=148.25 lumo_ev=0.317 smiles=CCSS.O.O.O
C -0.252452 0.238275 2.018630 -0.09 -0.08 -0.09 -1.034
C -0.455494 -1.263497 2.134441 1.10 -0.34 -0.08 -0.449
S 0.907640 -2.262600 1.394588 -0.01 0.22 -0.02 -0.108
S 1.094861 -1.169858 -0.382491 -0.16 0.01 -0.13 -0.129
H -0.483088 0.576115 1.006611 -0.02 0.03 0.09 0.226
H 0.776945 0.524774 2.220253 0.03 0.01 0.10 0.367
H -0.915337 0.762955 2.704650 -0.04 0.02 0.04 0.377
H -1.351444 -1.605025 1.641321 -0.49 0.01 0.18 0.332
H -0.383624 -1.628006 3.168378 -0.41 0.21 -0.20 0.324
H 2.173983 -1.803035 -0.842953 0.14 -0.17 0.10 0.106
H -0.209497 1.610697 -3.062032 -0.01 0.07 0.03 0.283
H -0.250132 0.592177 -1.945991 -0.13 0.05 -0.05 0.285
O 0.168570 1.426928 -2.196691 0.05 -0.01 0.02 -0.598
H 0.875274 2.427971 -0.278769 0.23 -0.04 -0.19 0.331
H 2.339908 2.320175 -0.692209 -0.39 0.05 0.30 0.300
O 1.771682 2.564176 0.055271 0.17 0.01 -0.11 -0.611
H -1.362885 -1.636704 -2.344349 0.17 0.12 0.04 0.323
H -2.688750 -0.919484 -2.210649 -0.01 0.19 -0.01 0.299
O -1.756159 -0.756026 -2.388008 -0.13 -0.34 0.00 -0.625

=====

18
Properties=species:S:1:pos:R:3:forces:R:3:mulliken_spin:R:1 method="wB97M-V/def2-TZVPD" charge=+1 e_tot_ev=-10447.9519 multiplicity=2 de_lowest_kcal_mol=19.4 mol_weight_g_mol=100.11 lumo_ev="-6.319 / -9.537"
C 1.803638 -1.504131 -0.318374 -0.03 1.42 -0.03 0.357
C 1.104606 -1.749142 -1.494903 1.02 -2.41 0.35 0.434
H 1.369084 -1.391234 0.671271 -0.35 -0.27 0.02 0.066
H 2.874530 -1.309318 -0.397339 -0.11 -0.06 0.03 0.037
H 1.745632 -2.385712 -2.134735 -0.38 0.62 -0.38 0.042
H 0.046218 -1.873139 -1.674080 -0.30 0.86 0.15 0.056
H -0.907050 0.251757 -1.670954 -0.29 0.29 0.02 0.001
H -1.496029 1.570435 -2.162903 0.03 -0.03 -0.13 0.001
O -0.657567 1.101780 -2.060644 0.05 -0.25 0.30 0.001
H 0.135283 1.886897 -0.440508 0.06 0.17 -0.21 0.001
H 0.934896 2.715694 0.625366 -0.07 0.01 -0.19 0.000
O 0.498713 1.873464 0.457256 0.21 -0.24 -0.07 0.003
H -0.336050 1.712747 3.112721 -0.18 -0.17 0.35 0.000
H -0.723848 1.377732 1.722939 0.09 0.12 0.01 0.000
O -0.961167 1.155576 2.636269 -0.02 -0.06 -0.18 0.000
H -1.707305 -0.443578 1.373649 0.07 0.03 -0.02 0.000
H -2.016369 -1.893028 1.099580 -0.13 -0.08 -0.12 0.000
O -1.707215 -1.096801 0.655390 0.32 0.06 0.11 0.002

=====

19
Properties=species:S:1:pos:R:3:forces:R:3:mulliken_charge:R:1 method="wB97M-V/def2-TZVPD" e_tot_ev=-12505.9339 de_lowest_kcal_mol=5.7 mol_weight_g_mol=116.11 lumo_ev=0.398 smiles="CC=O.O.O.O.O"
O 0.786529 0.282165 1.730944 0.26 0.88 0.49 -0.483
C 0.749977 -0.790089 1.196997 -0.52 0.07 -0.67 0.291
C 1.790450 -1.321579 0.293416 1.06 -0.18 -0.14 -1.096
H -0.163226 -1.370873 1.313097 -0.36 -0.64 0.03 0.352
H 1.753615 -2.399821 0.229701 0.09 -0.36 0.25 0.364
H 1.651982 -0.997218 -0.736207 -0.37 0.39 -0.04 0.253
H 2.787960 -0.978892 0.606030 -0.28 -0.16 -0.02 0.322
H 2.656270 1.617588 0.220077 -0.25 -0.02 0.33 0.310
H 3.561831 2.255129 -0.796488 -0.06 0.24 0.52 0.314
O 3.259146 2.360664 0.123231 0.23 -0.22 -0.80 -0.645
H -1.836385 0.512941 1.856987 -0.31 -0.23 -0.33 0.321
H -3.340406 0.748264 1.764678 -0.33 0.20 0.13 0.290
O -2.650255 0.178395 1.431422 0.82 0.08 0.17 -0.654
H -3.847679 -0.454363 -1.499018 -0.03 -0.07 -0.26 0.314
H -2.773036 -0.309021 -0.458576 0.01 -0.12 0.31 0.380
O -2.926555 -0.678078 -1.341114 0.06 0.20 0.16 -0.656
H -0.922482 -0.072635 -1.611441 -0.02 -0.28 -0.25 0.315
H -0.422684 1.138730 -2.310655 0.20 0.17 -0.15 0.303
O -0.115054 0.278692 -2.013080 -0.20 0.07 0.27 -0.594

=====

19
Properties=species:S:1:pos:R:3:forces:R:3:mulliken_charge:R:1 method="wB97M-V/def2-TZVPD" e_tot_ev=-12504.7528 de_lowest_kcal_mol=33.0 mol_weight_g_mol=116.11 lumo_ev=0.315 smiles="C=CO.O.O.O.O"
C -1.161745 0.874558 2.012842 0.18 -1.22 -0.31 -0.760
C -0.852562 0.005495 1.054352 0.14 0.34 0.34 0.198
O -1.516633 -1.201807 0.908721 0.10 0.18 -0.45 -0.484
H -0.504810 1.687814 2.270641 -0.26 0.34 -0.18 0.303
H -1.985638 0.557890 2.641320 0.05 0.45 0.33 0.237
H -0.057152 0.132935 0.331323 0.20 -0.04 0.20 0.204
H -2.430189 -1.009030 0.701129 -0.40 -0.06 0.07 0.297
H 4.040247 3.592071 -0.374356 -0.16 0.21 0.05 0.320
H 2.774071 2.870347 -0.754751 -0.04 0.35 0.11 0.311
O 3.088659 3.740289 -0.458809 0.18 -0.62 -0.17 -0.637
H 2.246450 -1.181544 -1.642104 -0.30 0.63 0.34 0.288
H 0.820410 -0.713883 -1.760416 -0.59 0.15 -0.15 0.314
O 1.649974 -0.457846 -1.363147 0.90 -0.68 -0.20 -0.595
H -1.367636 -3.801307 0.149214 0.53 0.67 -0.31 0.310
H -0.010600 -4.541398 0.571319 0.80 0.60 -0.45 0.303
O -0.949843 -4.507133 0.627058 -1.31 -1.25 0.81 -0.615
H -1.059315 1.952294 -2.639783 -0.17 -0.05 -0.60 0.283
H -0.609939 2.232449 -1.268760 0.29 0.33 0.74 0.310
O -1.002783 1.536235 -1.782738 -0.13 -0.35 -0.18 -0.586

=====

19
Properties=species:S:1:pos:R:3:forces:R:3:mulliken_spin:R:1 method="wB97M-V/def2-TZVPD" charge=+1 e_tot_ev=-12495.7769 multiplicity=2 de_lowest_kcal_mol=40.0 mol_weight_g_mol=116.11 lumo_ev="-5.447 / -9.034"
C -3.596744 1.432645 2.269882 -1.83 -1.03 1.09 0.500
C -2.905527 1.772807 1.131370 1.75 0.98 0.49 0.213
O -1.822344 2.479263 1.251030 0.10 -0.53 -1.10 0.213
H -4.637085 1.102093 2.197850 0.36 -0.03 -0.16 0.030
H -3.213728 1.457361 3.294934 0.25 0.29 -0.48 0.029
H -3.165003 1.520125 0.108777 -0.26 0.21 0.08 0.017
H -1.444491 2.609762 2.140804 -0.42 0.02 0.15 -0.004
H 4.372644 -2.024316 -2.734915 -0.07 0.01 0.06 0.000
H 5.676355 -1.773504 -1.969870 -0.22 -0.24 -0.06 0.000
O 4.983186 -2.434054 -2.110145 0.19 0.25 0.02 0.000
H 1.928680 -0.295894 -2.870823 -0.23 0.05 0.73 0.000
H 1.855796 -1.683190 -2.005730 0.12 1.02 -0.22 0.000
O 2.107940 -1.233240 -2.828544 0.27 -1.07 -0.49 0.000
H 1.475217 0.717157 0.911950 0.71 0.01 -0.11 0.000
H 0.486109 -0.372036 0.891474 0.44 -0.61 -0.21 0.000
O 1.432569 -0.223872 0.703735 -0.93 0.60 0.29 0.000
H -1.007424 -1.778629 -0.202456 -0.09 0.05 0.26 0.000
H -1.272040 -0.308284 -0.442569 0.14 -0.12 -0.17 0.000
O -1.254109 -0.964195 0.263247 -0.28 0.14 -0.18 0.002

=====

19
Properties=species:S:1:pos:R:3:forces:R:3:mulliken_spin:R:1 method="wB97M-V/def2-TZVPD" charge=+1 e_tot_ev=-12494.1668 multiplicity=2 de_lowest_kcal_mol=77.1 mol_weight_g_mol=116.11 lumo_ev="-7.383 / -8.092"
C -2.819696 -0.184455 -0.964537 -0.28 0.56 -0.28 0.600
C -3.427932 -0.895998 0.041437 0.63 -3.70 1.59 0.183
O -3.125695 -2.235747 0.179335 -2.28 2.48 -0.56 0.059
H -2.048616 0.495322 -0.570514 -0.40 0.53 -0.74 0.062
H -3.122767 -0.380869 -1.997185 0.91 0.03 -0.01 0.040
H -4.062037 -0.551305 0.866472 0.77 0.49 0.15 0.043
H -3.480462 -2.746592 -0.575690 0.77 -0.31 -0.22 0.012
H 5.279558 3.300935 -0.204230 -0.02 -0.05 0.22 0.000
H 5.559939 4.097846 1.102652 -0.08 -0.19 -0.06 0.000
O 5.703230 4.085726 0.152381 0.11 0.23 -0.16 0.000
H 3.759620 -0.688099 -3.066481 0.21 0.10 0.07 0.000
H 4.628778 -1.625110 -2.259995 0.01 0.38 0.14 0.000
O 4.300905 -0.711388 -2.266551 -0.25 -0.46 -0.23 0.000
H -3.395019 -0.897410 4.953282 -0.18 -0.06 -0.18 0.000
H -4.046841 -2.327076 4.901012 -0.04 0.20 -0.16 0.000
O -3.539477 -1.712842 5.436089 0.21 -0.14 0.38 0.000
H 1.281015 0.864636 -2.645978 -0.59 0.33 -0.33 0.000
H 1.651780 0.917797 -1.264134 -0.34 0.34 0.52 0.000
O 0.903717 1.194627 -1.817363 0.85 -0.76 -0.12 0.000

=====

20
Properties=species:S:1:pos:R:3:forces:R:3:mulliken_charge:R:1 method="wB97M-V/def2-TZVPD" charge=-1 e_tot_ev=-9534.4995 mol_weight_g_mol=184.86 lumo_ev=3.061
C 3.087081 -0.168101 0.844724 0.99 -0.63 -0.87 -0.641
C 2.172221 -0.026539 -0.511261 1.60 0.42 -1.05 -0.649
Nb -0.059445 -0.294058 -0.141087 2.66 3.31 -1.14 -0.203
N -0.363070 1.535124 -1.312057 -1.84 -1.28 0.69 -0.897
B -2.373531 -0.401702 0.004307 -1.98 -0.38 -0.96 0.242
N -3.030899 0.755030 0.749019 0.87 -1.27 -0.12 -0.538
O -3.200406 -1.469886 -0.591015 0.02 0.12 2.71 -0.569
H 2.559166 0.200919 1.828261 1.08 -0.75 -1.99 0.209
H 4.091285 0.439823 0.638538 -2.03 -1.12 0.82 0.222
H 3.435298 -1.303768 0.940938 -0.91 2.40 0.13 0.191
H 2.346575 1.073007 -0.928448 -0.49 -2.20 0.75 0.256
H 2.526616 -0.752704 -1.360606 -0.15 1.27 1.62 0.231
H -0.199525 -1.292432 -1.647142 -0.39 -0.76 -0.10 0.012
H 0.155243 -1.850092 0.783741 -0.36 -0.34 0.20 0.036
H -0.045450 0.633687 1.411756 -0.44 -0.02 1.15 -0.003
H -0.414898 1.197453 -2.299810 -0.02 0.55 0.84 0.217
H -1.339820 1.864322 -1.051477 1.47 -0.26 -0.87 0.215
H -2.327690 1.513947 0.883151 -0.92 -1.07 0.51 0.213
H -3.465286 0.446248 1.647470 0.33 0.72 -1.00 0.207
H -3.553463 -2.100279 0.110998 0.49 1.29 -1.33 0.247

=====

Repeat the sixth record exactly.
19
Properties=species:S:1:pos:R:3:forces:R:3:mulliken_charge:R:1 method="wB97M-V/def2-TZVPD" e_tot_ev=-12505.9339 de_lowest_kcal_mol=5.7 mol_weight_g_mol=116.11 lumo_ev=0.398 smiles="CC=O.O.O.O.O"
O 0.786529 0.282165 1.730944 0.26 0.88 0.49 -0.483
C 0.749977 -0.790089 1.196997 -0.52 0.07 -0.67 0.291
C 1.790450 -1.321579 0.293416 1.06 -0.18 -0.14 -1.096
H -0.163226 -1.370873 1.313097 -0.36 -0.64 0.03 0.352
H 1.753615 -2.399821 0.229701 0.09 -0.36 0.25 0.364
H 1.651982 -0.997218 -0.736207 -0.37 0.39 -0.04 0.253
H 2.787960 -0.978892 0.606030 -0.28 -0.16 -0.02 0.322
H 2.656270 1.617588 0.220077 -0.25 -0.02 0.33 0.310
H 3.561831 2.255129 -0.796488 -0.06 0.24 0.52 0.314
O 3.259146 2.360664 0.123231 0.23 -0.22 -0.80 -0.645
H -1.836385 0.512941 1.856987 -0.31 -0.23 -0.33 0.321
H -3.340406 0.748264 1.764678 -0.33 0.20 0.13 0.290
O -2.650255 0.178395 1.431422 0.82 0.08 0.17 -0.654
H -3.847679 -0.454363 -1.499018 -0.03 -0.07 -0.26 0.314
H -2.773036 -0.309021 -0.458576 0.01 -0.12 0.31 0.380
O -2.926555 -0.678078 -1.341114 0.06 0.20 0.16 -0.656
H -0.922482 -0.072635 -1.611441 -0.02 -0.28 -0.25 0.315
H -0.422684 1.138730 -2.310655 0.20 0.17 -0.15 0.303
O -0.115054 0.278692 -2.013080 -0.20 0.07 0.27 -0.594